A) {"formula": "C34H43N9O4S4TeTi", "method": "ωB97M-V/def2-TZVPD", "total_charge": 2, "homo_energy_ha": -0.47011, "species": ["Ti", "C", "N", "C", "C", "N", "C", "S", "C", "C", "C", "C", "C", "N", "H", "H", "H", "H", "H", "H", "H", "H", "H", "N", "C", "C", "C", "O", "O", "H", "H", "H", "H", "H", "H", "C", "C", "N", "C", "S", "N", "C", "C", "H", "H", "H", "H", "H", "H", "H", "H", "H", "H", "H", "H", "N", "C", "C", "C", "C", "C", "C", "S", "O", "O", "N", "C", "S", "C", "C", "N", "H", "H", "H", "H", "H", "H", "H", "H", "C", "Te", "C", "C", "C", "C", "C", "C", "C", "H", "H", "H", "H", "H", "H", "H", "H"], "positions_angstrom": [[0.920, 0.017, 0.500], [2.916, -0.375, 5.294], [3.005, 0.699, 4.309], [4.120, 1.502, 4.141], [3.867, 2.345, 3.126], [2.590, 2.042, 2.670], [2.077, 1.014, 3.401], [0.541, 0.309, 3.154], [1.771, 2.846, 1.850], [1.849, 4.225, 1.952], [0.903, 4.988, 1.294], [-0.115, 4.340, 0.611], [-0.091, 2.966, 0.541], [0.867, 2.213, 1.098], [3.121, 0.031, 6.281], [3.641, -1.146, 5.042], [1.910, -0.782, 5.272], [4.999, 1.380, 4.747], [4.477, 3.102, 2.669], [2.604, 4.679, 2.577], [0.934, 6.066, 1.357], [-0.916, 4.886, 0.133], [-0.865, 2.424, 0.030], [0.108, -1.812, 1.167], [0.828, -2.694, 2.123], [2.320, -2.794, 1.836], [3.097, -1.495, 1.840], [4.139, -1.341, 2.410], [2.551, -0.469, 1.139], [-0.779, -1.496, 1.592], [-0.200, -2.348, 0.344], [0.388, -3.692, 2.070], [0.660, -2.311, 3.126], [2.475, -3.262, 0.862], [2.796, -3.440, 2.572], [-6.999, 0.146, 0.942], [-5.873, 0.313, -0.070], [-4.568, 0.563, 0.537], [-3.808, -0.348, 1.173], [-2.436, 0.197, 2.027], [-4.170, -1.630, 1.074], [-3.620, -2.747, 1.833], [-4.520, -3.128, 2.996], [-7.941, -0.040, 0.427], [-7.113, 1.047, 1.543], [-6.815, -0.686, 1.623], [-6.075, 1.159, -0.726], [-5.792, -0.553, -0.732], [-4.331, 1.513, 0.772], [-5.034, -1.828, 0.593], [-2.642, -2.441, 2.195], [-3.487, -3.583, 1.145], [-4.616, -2.296, 3.695], [-4.105, -3.981, 3.532], [-5.516, -3.409, 2.651], [-3.474, 5.111, -3.809], [-2.704, 4.077, -3.399], [-1.503, 3.772, -4.071], [-0.710, 2.735, -3.650], [-1.078, 1.988, -2.525], [-2.271, 2.266, -1.858], [-3.075, 3.296, -2.288], [-0.054, 0.677, -2.054], [0.363, -0.004, -3.242], [1.092, 1.157, -1.186], [-0.741, -0.200, -0.923], [-1.663, -1.178, -1.325], [-3.028, -0.853, -2.328], [-3.417, -2.522, -2.309], [-2.527, -3.195, -1.543], [-1.526, -2.429, -0.996], [-3.272, 5.581, -4.674], [-4.393, 5.246, -3.427], [-1.215, 4.354, -4.936], [0.194, 2.491, -4.191], [-2.580, 1.655, -1.015], [-4.008, 3.506, -1.779], [-4.248, -2.914, -2.871], [-2.533, -4.260, -1.368], [3.986, -2.665, -1.127], [2.063, -1.935, -1.729], [3.234, -0.552, -2.853], [4.529, -1.272, -3.122], [5.358, -0.914, -4.178], [6.543, -1.599, -4.395], [6.903, -2.648, -3.560], [6.079, -3.011, -2.507], [4.892, -2.323, -2.285], [3.929, -3.737, -0.951], [4.322, -2.171, -0.215], [3.366, 0.351, -2.255], [2.687, -0.303, -3.756], [5.072, -0.105, -4.839], [7.181, -1.323, -5.224], [7.822, -3.190, -3.737], [6.357, -3.835, -1.861]]}

B) {"formula": "C34H43N9O4S4TeTi", "method": "ωB97M-V/def2-TZVPD", "total_charge": 2, "homo_energy_ha": -0.43737, "species": ["Ti", "C", "N", "C", "C", "N", "C", "S", "C", "C", "C", "C", "C", "N", "H", "H", "H", "H", "H", "H", "H", "H", "H", "N", "C", "C", "C", "O", "O", "H", "H", "H", "H", "H", "H", "C", "C", "N", "C", "S", "N", "C", "C", "H", "H", "H", "H", "H", "H", "H", "H", "H", "H", "H", "H", "N", "C", "C", "C", "C", "C", "C", "S", "O", "O", "N", "C", "S", "C", "C", "N", "H", "H", "H", "H", "H", "H", "H", "H", "C", "Te", "C", "C", "C", "C", "C", "C", "C", "H", "H", "H", "H", "H", "H", "H", "H"], "positions_angstrom": [[0.230, 0.540, 1.528], [1.867, 3.423, -2.006], [2.632, 2.387, -1.314], [3.987, 2.436, -1.046], [4.296, 1.342, -0.328], [3.118, 0.627, -0.156], [2.105, 1.291, -0.766], [0.454, 0.806, -0.845], [3.004, -0.641, 0.473], [4.040, -1.547, 0.415], [3.894, -2.754, 1.090], [2.704, -3.030, 1.737], [1.692, -2.092, 1.668], [1.859, -0.889, 1.107], [2.552, 4.015, -2.604], [1.367, 4.057, -1.275], [1.129, 2.960, -2.654], [4.606, 3.247, -1.387], [5.232, 1.016, 0.088], [4.931, -1.330, -0.156], [4.700, -3.475, 1.081], [2.535, -3.969, 2.243], [0.721, -2.280, 2.106], [-1.429, 1.987, 1.484], [-2.582, 1.832, 2.421], [-2.835, 0.368, 2.812], [-2.519, -0.579, 1.685], [-3.277, -1.270, 1.085], [-1.174, -0.547, 1.388], [-1.072, 2.936, 1.549], [-1.793, 1.878, 0.531], [-3.468, 2.250, 1.945], [-2.366, 2.414, 3.314], [-3.871, 0.238, 3.113], [-2.186, 0.090, 3.643], [-3.208, -4.555, -3.896], [-3.308, -3.356, -2.960], [-2.388, -3.416, -1.832], [-1.083, -3.111, -1.853], [-0.156, -3.297, -0.445], [-0.580, -2.656, -3.013], [0.833, -2.407, -3.253], [1.598, -3.664, -3.637], [-3.916, -4.445, -4.718], [-3.438, -5.477, -3.364], [-2.208, -4.658, -4.320], [-4.313, -3.295, -2.544], [-3.159, -2.414, -3.497], [-2.719, -3.770, -0.950], [-1.179, -2.675, -3.822], [1.244, -1.974, -2.342], [0.897, -1.658, -4.045], [1.537, -4.399, -2.834], [2.649, -3.431, -3.817], [1.192, -4.107, -4.547], [6.609, 4.650, 4.698], [5.414, 4.153, 4.320], [4.228, 4.872, 4.575], [3.011, 4.372, 4.188], [2.950, 3.139, 3.529], [4.115, 2.406, 3.273], [5.330, 2.905, 3.664], [1.429, 2.526, 3.048], [0.371, 3.236, 3.704], [1.294, 2.466, 1.551], [1.390, 0.930, 3.223], [0.966, 0.253, 4.365], [1.567, 0.397, 5.962], [0.505, -0.870, 6.435], [-0.201, -1.315, 5.370], [0.062, -0.664, 4.184], [6.667, 5.503, 5.224], [7.451, 4.114, 4.592], [4.281, 5.821, 5.092], [2.100, 4.916, 4.399], [4.050, 1.434, 2.798], [6.234, 2.334, 3.493], [0.455, -1.202, 7.459], [-0.931, -2.109, 5.395], [-4.971, -0.086, -1.776], [-2.896, 0.401, -1.611], [-3.140, 1.077, -3.630], [-4.266, 0.220, -4.159], [-4.424, -0.019, -5.520], [-5.472, -0.804, -5.977], [-6.375, -1.349, -5.074], [-6.224, -1.113, -3.716], [-5.169, -0.335, -3.251], [-5.570, 0.748, -1.412], [-5.178, -0.964, -1.169], [-2.214, 0.928, -4.182], [-3.398, 2.135, -3.647], [-3.724, 0.412, -6.226], [-5.584, -0.990, -7.036], [-7.195, -1.960, -5.427], [-6.928, -1.540, -3.010]]}

Q: Which of them is the most stable? A: A).

A) {"formula": "C2H2O3", "method": "ωB97M-V/def2-TZVPD", "smiles": "O=CC(=O)O", "homo_energy_ha": -0.36889, "species": ["O", "C", "C", "O", "O", "H", "H"], "positions_angstrom": [[0.951, -1.056, -0.576], [0.803, -0.419, 0.519], [-0.437, 0.630, 0.099], [-0.747, 1.474, 0.948], [-1.146, 0.286, -0.931], [1.295, -0.436, 1.451], [-0.718, -0.479, -1.511]]}

B) {"formula": "C2H2O3", "method": "ωB97M-V/def2-TZVPD", "homo_energy_ha": -0.39177, "species": ["C", "C", "O", "O", "O", "H", "H"], "positions_angstrom": [[-0.083, -0.404, -0.034], [-1.838, -1.263, -0.314], [0.238, -1.018, 0.859], [1.161, 1.470, -0.176], [-2.426, -1.586, 0.611], [1.605, 2.215, -0.392], [1.344, 0.587, -0.553]]}

Q: Which of them is the most stable? A: A).

A) {"formula": "C2H2O3", "method": "ωB97M-V/def2-TZVPD", "smiles": "Oc1coo1", "homo_energy_ha": -0.32989, "species": ["O", "C", "C", "O", "O", "H", "H"], "positions_angstrom": [[1.245, 0.622, 0.803], [0.494, 1.024, -0.195], [-0.590, 0.559, -0.767], [-0.649, 1.640, -1.712], [0.477, 2.180, -1.110], [1.824, 1.313, 0.972], [-1.053, -0.420, -0.786]]}

B) {"formula": "C2H2O3", "method": "ωB97M-V/def2-TZVPD", "homo_energy_ha": [-0.35647, -0.33080], "species": ["C", "C", "O", "O", "O", "H", "H"], "positions_angstrom": [[-0.112, -0.228, -0.031], [-0.066, -2.148, -1.625], [-0.503, -1.008, -1.037], [-0.764, -3.284, -1.722], [0.352, -3.169, -0.756], [0.608, -0.678, 0.571], [-0.067, 0.760, -0.189]]}

C) {"formula": "C2H2O3", "method": "ωB97M-V/def2-TZVPD", "smiles": "O=CC1OO1", "homo_energy_ha": -0.39133, "species": ["O", "C", "C", "O", "O", "H", "H"], "positions_angstrom": [[-0.313, 0.620, 1.793], [-0.544, -0.088, 0.832], [0.219, 0.276, -0.544], [1.340, -0.483, -0.882], [0.120, -0.626, -1.570], [-1.122, -1.012, 0.887], [0.300, 1.312, -0.515]]}

Q: Which of them is the most stable? A: C).